--- one ---
{
  "formula": "C5H14",
  "method": "wB97M-V/def2-TZVPD",
  "species": ["C", "C", "H", "H", "H", "H", "H", "H", "C", "C", "C", "H", "H", "H", "H", "H", "H", "H", "H"],
  "positions_angstrom": [[-0.66066, 1.70926, 1.47512], [-0.89723, 2.25587, 2.88942], [-1.10095, 0.72061, 1.33301], [-1.17849, 2.32263, 0.73482], [0.37914, 1.66103, 1.14951], [-1.62236, 3.07233, 2.83662], [-1.33786, 1.51060, 3.55089], [0.01559, 2.65540, 3.33210], [0.75894, -1.45749, -1.01581], [1.56555, -2.07079, -2.14955], [-0.52594, -0.75485, -1.46006], [0.49146, -2.25401, -0.31472], [1.33963, -0.76644, -0.40900], [2.12292, -1.33252, -2.72756], [-1.15818, -1.46513, -1.99871], [-1.02475, -0.44531, -0.54517], [-0.38288, 0.10729, -2.10909], [2.29461, -2.80472, -1.77578], [0.92147, -2.66375, -2.79604]],
  "lowdin_charge": [-0.40, -0.33, 0.01, 0.02, 0.02, 0.03, 0.03, 0.03, -0.43, -0.20, -0.20, 0.07, 0.06, 0.05, 0.05, 0.03, 0.05, 0.05, 0.05],
  "total_charge": -1,
  "e_homo_ha": [0.05664, -0.28815],
  "mol_weight_g_mol": 74.17,
  "multiplicity": 2,
  "e_lumo_ha": [0.1484, 0.1477]
}

--- two ---
{
  "formula": "C5H14",
  "method": "wB97M-V/def2-TZVPD",
  "species": ["C", "C", "C", "H", "H", "H", "H", "H", "H", "H", "H", "C", "C", "H", "H", "H", "H", "H", "H"],
  "positions_angstrom": [[-0.88012, -1.56447, 1.54426], [-1.24388, -0.11170, 1.80158], [-1.94674, -2.39998, 0.79533], [0.01154, -1.54473, 0.92082], [-0.64101, -2.12099, 2.45981], [-2.28498, 0.05246, 2.09244], [-1.03408, 0.48236, 0.89836], [-2.94555, -2.17481, 1.17114], [-1.95533, -2.13342, -0.26986], [-0.51381, 0.29177, 2.52030], [-1.66506, -3.45367, 0.91035], [1.56448, 2.48377, -1.59781], [2.16418, 1.15961, -2.09289], [2.37530, 3.14089, -1.25485], [1.14063, 3.06757, -2.42232], [0.85595, 2.31072, -0.79617], [2.91389, 1.37036, -2.87642], [2.68055, 0.64454, -1.28331], [1.40405, 0.49971, -2.52077]],
  "lowdin_charge": [-0.41, -0.26, -0.21, 0.06, 0.08, 0.05, 0.03, 0.05, 0.04, 0.03, 0.05, -0.34, -0.32, 0.04, 0.04, 0.02, 0.04, 0.02, 0.02],
  "total_charge": -1,
  "e_homo_ha": [0.05413, -0.28352],
  "mol_weight_g_mol": 74.17,
  "multiplicity": 2,
  "e_lumo_ha": [0.1565, 0.1544]
}

Most stable one: two, least stable one: one.

--- one ---
{
  "formula": "H3IN2",
  "method": "wB97M-V/def2-TZVPD",
  "species": ["N", "N", "I", "H", "H", "H"],
  "positions_angstrom": [[-0.17186, -0.85426, 0.07847], [-1.02651, -0.00357, 0.74081], [-2.90761, 0.06999, -0.02761], [0.80981, -0.64711, 0.14702], [-0.60631, -1.19214, -0.70395], [-0.20832, 1.83870, 0.62185]],
  "lowdin_charge": [-0.12, -0.67, 0.64, 0.08, -0.02, 0.08],
  "e_homo_ha": [-0.30526, -0.32795],
  "mol_weight_g_mol": 157.94,
  "e_lumo_ha": [-0.0176, 0.0007]
}

--- two ---
{
  "formula": "H3IN2",
  "method": "wB97M-V/def2-TZVPD",
  "species": ["N", "N", "I", "H", "H", "H"],
  "positions_angstrom": [[-0.22829, 0.54419, -0.57309], [0.65851, -0.11278, 0.05873], [0.11917, -2.06506, 1.05559], [-0.21427, 0.59487, -1.58338], [-1.13320, 0.53035, -0.12165], [0.79808, 0.50843, 1.16380]],
  "lowdin_charge": [-0.17, -0.54, 0.39, 0.10, 0.08, 0.14],
  "e_homo_ha": -0.33165,
  "mol_weight_g_mol": 157.94,
  "e_lumo_ha": -0.0199
}

Most stable one: two, least stable one: one.